No. 1
ORCA calculation (ωB97M-V/def2-TZVPD) on 9 unconnected molecules or ions with the total composition C7H28O9 in a non-equilibrium geometry.

Positions of all 44 atoms, in Å:
C -1.689 2.332 0.067
C -0.485 2.514 -0.951
C 0.258 1.282 -1.259
C 0.590 1.126 -2.677
C 0.342 0.240 -0.385
C 0.655 -1.078 -0.850
C 0.019 -2.082 -0.181
O 0.235 -3.296 -0.840
H -1.345 2.991 0.937
H -1.688 1.358 0.583
H -2.632 2.693 -0.394
H 0.223 3.271 -0.497
H -0.788 2.998 -1.856
H -0.227 0.746 -3.201
H 1.372 0.477 -2.763
H 0.898 2.056 -3.347
H 0.115 0.250 0.589
H 1.424 -1.109 -1.536
H -0.439 -2.245 0.853
H 0.762 -3.385 -1.653
O -0.283 -1.711 3.478
H 0.455 -0.925 3.499
H -0.267 -2.119 2.654
O 1.949 -2.948 -3.182
H 1.167 -2.536 -3.615
H 1.653 -3.357 -2.487
O 2.573 3.293 0.739
H 3.177 2.646 0.700
H 2.299 3.566 -0.023
O -2.846 1.593 3.094
H -3.411 0.746 3.231
H -2.119 1.324 3.611
O -2.018 -1.153 -2.108
H -2.423 -1.367 -1.221
H -1.821 -2.003 -2.491
O 3.234 -0.923 0.698
H 3.708 -1.516 1.350
H 2.720 -0.324 1.425
O -2.958 -2.327 0.519
H -3.695 -1.774 0.924
H -3.381 -3.190 0.291
O 1.528 1.123 3.061
H 2.238 1.806 2.949
H 0.920 0.934 2.265

Its total energy is -26134.54473 eV. Its LUMO energy is 0.0 eV. As for the HOMO-LUMO gap: 7.40 eV. The value obtained for the largest force on an atom is 8.226 eV/Å. The calculation puts the energy above the lowest of the compared OMol25 structures with the same formula, charge and spin at 666.0 kJ/mol. As for the SMILES: CC/C(C)=C/C=C/O.O.O.O.O.O.O.O.O. For the HOMO energy, the calculation gives -7.363 eV.


No. 2
ORCA calculation (ωB97M-V/def2-TZVPD) on a molecular structure, C7H29AgN12O11 in a non-equilibrium geometry.

Positions of all 60 atoms, in Å:
Ag 5.752 -2.664 0.013
O -0.150 -0.405 0.239
C 1.105 -0.477 0.646
O 1.350 -0.158 1.839
O 1.942 -1.012 -0.156
H 0.118 -0.375 -0.682
O 2.894 -2.769 5.678
H 2.032 -3.174 5.777
H 2.745 -2.030 5.087
O -1.035 1.684 5.620
H -0.346 1.446 5.001
H -1.181 2.618 5.470
C -4.849 3.882 -0.662
O -5.531 4.196 -1.615
N -4.297 4.671 0.119
N -4.460 2.669 -0.357
H -4.042 4.408 1.060
H -4.110 5.608 -0.207
H -3.565 2.570 0.099
H -4.699 1.838 -0.879
C 3.051 -7.128 2.241
O 3.439 -6.072 1.715
N 3.449 -7.581 3.392
N 2.316 -7.895 1.543
H 4.234 -7.083 3.786
H 3.273 -8.540 3.657
H 2.038 -7.560 0.632
H 1.905 -8.727 1.944
C -1.142 -0.449 -5.733
O -0.877 -0.090 -4.621
N -1.786 0.373 -6.562
N -0.631 -1.569 -6.271
H -2.122 1.271 -6.245
H -1.974 -0.054 -7.458
H -0.926 -2.004 -7.133
H -0.300 -2.164 -5.525
C 1.248 5.049 -2.217
O 2.229 4.802 -2.867
N 1.171 6.068 -1.476
N 0.066 4.586 -2.471
H 2.063 6.498 -1.279
H 0.284 6.534 -1.347
H -0.809 4.875 -2.059
H -0.026 3.886 -3.193
C -1.358 -5.817 -2.044
O -0.257 -5.537 -2.482
N -2.240 -6.657 -2.600
N -1.858 -5.252 -0.973
H -2.924 -6.931 -1.909
H -2.013 -7.164 -3.443
H -1.351 -4.474 -0.575
H -2.717 -5.492 -0.500
C 1.435 5.944 4.016
O 0.308 5.857 4.453
N 2.087 7.057 3.950
N 1.977 4.955 3.401
H 3.084 6.941 3.837
H 1.619 7.888 4.283
H 1.562 4.052 3.222
H 2.797 5.074 2.823

Its total energy is -52123.92743 eV. Its LUMO energy (alpha / beta) is -6.8 / -6.8 eV. As for the HOMO-LUMO gap (alpha / beta): 4.15 / 4.15 eV. The value obtained for the largest force on an atom is 9.653 eV/Å. The calculation puts the energy above the lowest of the compared OMol25 structures with the same formula, charge and spin at 422.4 kJ/mol. The spin multiplicity is 2. For the HOMO energy (alpha / beta), the calculation gives -10.954 / -10.954 eV. As for the net charge: +1.


No. 3
ORCA calculation (ωB97M-V/def2-TZVPD) on 10 unconnected molecules or ions with the total composition C7H32O10 in a non-equilibrium geometry.

Positions of all 49 atoms, in Å:
C 0.331 2.272 -3.926
C -0.828 2.773 -3.104
C -1.639 1.560 -2.617
C -0.962 0.670 -1.552
C -1.166 1.248 -0.122
C 0.050 1.387 0.555
C 0.173 2.061 1.905
O 1.374 1.877 2.635
H 0.722 1.269 -3.889
H 0.082 2.330 -5.041
H 1.250 2.896 -3.747
H -0.518 3.441 -2.176
H -1.351 3.411 -3.831
H -1.885 0.956 -3.544
H -2.564 2.006 -2.264
H 0.108 0.646 -1.794
H -1.407 -0.315 -1.594
H -2.178 1.403 0.145
H 1.032 1.032 0.159
H 0.106 3.195 1.708
H -0.530 1.924 2.701
H 1.892 1.101 2.345
O 2.232 -3.778 -1.488
H 2.619 -4.536 -1.027
H 1.419 -3.761 -1.968
O -1.233 -2.430 0.471
H -1.653 -1.829 1.205
H -0.427 -2.447 1.008
O -1.217 -0.700 2.388
H -2.142 -0.545 2.379
H -0.871 -0.382 3.248
O 2.471 2.633 -0.791
H 1.954 2.920 -0.004
H 3.372 2.514 -0.321
O 3.716 -0.762 2.652
H 3.014 -0.540 2.099
H 4.240 -1.292 2.038
O -4.883 -2.203 0.803
H -4.664 -1.528 0.192
H -4.218 -2.697 1.304
O 2.470 -0.607 -0.217
H 2.624 0.091 -0.702
H 1.936 -1.223 -0.672
O -0.065 -0.383 4.732
H -0.165 -0.792 5.658
H 0.878 -0.890 4.484
O -0.973 -4.809 -0.518
H -1.534 -5.182 0.162
H -0.993 -3.982 -0.065

Its total energy is -28249.07010 eV. Its LUMO energy is -0.1 eV. As for the HOMO-LUMO gap: 8.77 eV. The value obtained for the largest force on an atom is 7.270 eV/Å. The calculation puts the energy above the lowest of the compared OMol25 structures with the same formula, charge and spin at 452.5 kJ/mol. As for the SMILES: CCCC/C=C/CO.O.O.O.O.O.O.O.O.O. For the HOMO energy, the calculation gives -8.851 eV.


No. 4
ORCA calculation (ωB97M-V/def2-TZVPD) on 9 unconnected molecules or ions with the total composition C7H32O9 in a non-equilibrium geometry.

Positions of all 48 atoms, in Å:
C 0.589 2.024 -3.764
O -0.548 1.970 -4.608
H 1.134 2.964 -3.856
H 0.261 1.978 -2.726
H 1.279 1.250 -4.101
H -0.208 2.086 -5.498
C -0.951 4.731 2.028
O -0.563 3.441 1.677
H -1.696 5.093 1.319
H -1.391 4.619 3.018
H -0.161 5.483 2.032
H -1.259 2.899 2.058
C 0.262 -3.799 1.984
O -0.657 -4.880 2.066
H -0.228 -2.905 1.598
H 0.695 -3.641 2.972
H 1.076 -3.931 1.271
H -0.053 -5.625 2.017
C 0.707 -1.570 -2.999
O 1.778 -2.349 -2.547
H 0.951 -1.111 -3.958
H -0.273 -2.045 -3.050
H 0.492 -0.718 -2.354
H 1.742 -3.144 -3.083
C -0.141 0.016 0.668
O 1.028 -0.305 1.437
H 0.108 0.329 -0.346
H -0.786 -0.842 0.481
H -0.785 0.820 1.026
H 1.658 -0.698 0.829
C -3.367 1.247 -1.193
O -4.671 1.074 -0.598
H -2.824 0.306 -1.103
H -3.460 1.487 -2.253
H -2.732 1.988 -0.708
H -5.079 1.941 -0.657
C 3.876 -1.694 0.407
O 3.011 -0.940 -0.491
H 4.732 -2.014 -0.187
H 4.228 -0.986 1.157
H 3.393 -2.530 0.912
H 2.626 -1.499 -1.170
O 1.310 -1.387 4.337
H 0.912 -1.150 3.500
H 1.938 -2.076 4.118
O -2.626 1.728 2.640
H -2.991 0.957 2.206
H -2.335 1.408 3.494

Its total energy is -26201.89490 eV. Its LUMO energy is 0.3 eV. As for the HOMO-LUMO gap: 9.95 eV. The value obtained for the largest force on an atom is 1.962 eV/Å. The calculation puts the energy above the lowest of the compared OMol25 structures with the same formula, charge and spin at 309.4 kJ/mol. As for the SMILES: CO.CO.CO.CO.CO.CO.CO.O.O. For the HOMO energy, the calculation gives -9.664 eV.